# 1
Here is a cluster of 3 separate species, C4H8O3 in total from the Open Molecules 2025 dataset. Energies are from the ωB97M-V functional and the def2-TZVPD basis.

The geometry in XYZ format:
```
15
Properties=species:S:1:pos:R:3
C 0.870 -2.548 0.536
C -1.086 -0.405 0.190
O -1.825 0.585 0.252
C 0.228 -0.424 -0.349
O 0.841 2.098 -0.626
C 0.097 3.053 -0.739
O -1.194 3.057 -0.499
H 0.863 -2.059 1.508
H 1.871 -2.913 0.297
H 0.132 -3.352 0.504
H -1.511 -1.397 0.436
H -1.453 2.136 -0.205
H 0.611 -1.876 -0.358
H 1.108 0.001 0.117
H 0.447 4.043 -1.064
```

Properties
* Kohn-Sham gap: 8.874 eV
* relative energy (zero: lowest compared OMol25 entry of this formula, charge and spin): 110.8 kcal per mole
* calculated total energy: -382.7882 hartree


# 2
Here is the molecule C4H8O3S at a distorted geometry from the Open Molecules 2025 dataset. Energies are from the ωB97M-V functional and the def2-TZVPD basis.

The geometry in XYZ format:
```
16
Properties=species:S:1:pos:R:3
O 0.964 0.961 -1.767
C -0.070 1.070 -0.826
C -0.345 -0.314 -0.331
O -0.655 -1.176 -1.375
C -0.876 -0.461 1.091
O -0.955 0.675 1.863
C 0.513 -1.025 0.701
S 1.996 -0.196 1.341
H 0.880 0.054 -2.151
H -1.016 1.421 -1.237
H 0.206 1.716 0.081
H -1.440 -0.824 -1.798
H -1.740 -1.132 1.181
H -0.139 0.684 2.393
H 0.485 -2.058 0.578
H 2.192 0.603 0.257
```

Properties
* Kohn-Sham gap: 9.842 eV
* SMILES: OC[C@]1(O)[C@H](O)[C@@H]1S
* relative energy (zero: lowest compared OMol25 entry of this formula, charge and spin): 48.7 kcal per mole
* calculated total energy: -781.0556 hartree


# 3
Here is a structure of composition C4H8O4 at a distorted geometry from the Open Molecules 2025 dataset. Energies are from the ωB97M-V functional and the def2-TZVPD basis.

The geometry in XYZ format:
```
16
Properties=species:S:1:pos:R:3
C -0.289 -0.581 -2.974
C 0.458 -0.396 -0.665
C 0.382 -0.169 1.673
C -0.192 0.839 2.717
H -0.646 -1.660 -2.761
H 0.755 -0.562 -3.390
H -0.914 0.030 -3.565
H 1.542 0.049 -0.716
H 0.477 -1.615 -0.688
H -0.478 0.258 3.596
H 0.674 1.551 2.974
H -1.311 1.254 1.081
O -0.342 0.184 -1.676
O -0.168 0.162 0.460
O 1.315 -0.993 1.658
O -1.264 1.648 2.276
```

Properties
* Kohn-Sham gap: 11.012 eV
* relative energy (zero: lowest compared OMol25 entry of this formula, charge and spin): 103.0 kcal per mole
* calculated total energy: -458.0690 hartree